Record 1
{"formula": "C41H51BBr2CaN2O3SSb", "method": "the ωB97M-V functional and the def2-TZVPD basis", "orbital_gap_ev": 6.820, "total_charge": -1, "e_above_lowest_kj_mol": 0.0, "max_force_ev_per_a": 2.44, "elements": ["C", "C", "H", "C", "C", "H", "H", "C", "H", "H", "H", "H", "C", "H", "C", "H", "H", "N", "H", "H", "C", "H", "C", "C", "C", "H", "H", "H", "C", "C", "H", "H", "O", "H", "C", "H", "C", "O", "C", "H", "H", "C", "H", "H", "C", "H", "H", "H", "C", "H", "C", "H", "C", "H", "C", "C", "H", "H", "C", "C", "H", "H", "C", "H", "C", "H", "Br", "C", "C", "H", "H", "H", "Ca", "C", "H", "C", "C", "H", "O", "H", "C", "H", "H", "H", "Sb", "C", "C", "C", "H", "B", "C", "S", "C", "C", "H", "H", "N", "C", "H", "H", "H", "C", "Br"], "xyz": [[1.914, 4.327, 0.221], [3.779, -5.580, -4.442], [-1.779, 1.697, -1.988], [4.487, 1.938, 0.875], [4.096, 1.711, 4.557], [-1.390, -2.547, 4.146], [-2.828, 5.593, 2.944], [-0.507, 4.223, 3.072], [-0.564, 6.600, -0.208], [-0.298, 4.996, -2.317], [3.655, -8.200, -4.699], [2.149, -7.484, -5.149], [-3.316, -2.088, 1.573], [2.248, -8.533, -3.663], [2.729, -7.778, -4.269], [1.945, 4.550, 1.258], [3.069, -5.267, -5.208], [2.159, 0.458, 1.071], [4.305, 1.590, -1.194], [-3.163, 2.308, 2.065], [-4.218, -1.567, -0.594], [-4.531, 2.639, -1.282], [2.781, 0.867, 2.211], [-2.671, 5.105, 2.015], [4.580, 2.150, 3.338], [4.602, -6.107, -4.920], [2.493, 0.607, 5.593], [1.192, 6.667, 0.013], [3.124, -6.572, -3.452], [-2.871, 4.950, -1.598], [-0.820, 4.524, 4.134], [-2.910, 2.476, -3.063], [1.393, -2.763, -0.878], [0.166, 6.155, 1.276], [0.659, -6.343, -2.663], [-3.669, 4.927, -2.343], [1.963, -5.820, -2.787], [-2.584, -0.181, 0.288], [3.955, 1.673, 2.140], [4.506, 2.124, 5.454], [0.396, -7.333, -3.148], [-4.378, -2.996, 1.788], [-3.449, 1.802, -0.218], [4.344, -6.195, -1.622], [-2.478, 2.771, 2.747], [-3.325, -4.175, 4.785], [5.078, -7.328, -2.869], [0.870, 3.678, -2.251], [2.636, 0.729, -0.104], [-2.254, 5.915, 1.439], [-0.298, -5.627, -2.001], [-1.277, -6.063, -1.932], [-2.289, -2.660, 3.590], [2.716, 4.837, -0.321], [-5.343, -3.154, 0.822], [-4.351, -3.770, 2.989], [-3.185, 5.500, -0.718], [1.564, 5.283, -2.212], [-2.521, 3.490, -1.177], [-3.727, 2.819, -0.572], [-3.057, 3.134, 3.591], [5.439, 2.754, 3.285], [-3.340, -3.593, 3.899], [-4.076, 3.342, 0.301], [2.290, -4.624, -2.136], [1.850, -0.652, -1.576], [-4.292, -0.686, -2.196], [2.195, 0.553, 3.477], [0.005, -4.435, -1.437], [-5.156, -4.447, 3.199], [2.291, 0.882, -2.266], [2.082, 3.300, 0.105], [-0.634, -0.353, 1.267], [1.877, 0.454, -1.356], [0.830, 0.688, -1.212], [0.295, 6.092, 0.217], [-1.674, 3.929, 2.148], [-1.947, 5.470, -1.925], [-0.747, -3.490, -0.857], [3.294, -4.122, -2.183], [4.135, -7.017, -2.355], [5.432, 2.470, 0.855], [4.090, -4.670, -3.995], [-1.832, 1.971, 3.067], [-0.891, 3.170, 0.225], [-5.276, -2.455, -0.342], [-2.088, 2.678, -2.356], [3.888, 1.426, -0.218], [0.117, 3.376, 3.239], [0.060, -2.366, -0.453], [0.669, 4.721, -1.871], [0.690, -0.187, 3.824], [2.935, 0.899, 4.622], [-3.326, -1.200, 0.406], [3.661, -7.823, -1.732], [-3.609, 4.824, 1.535], [-2.333, -1.928, 2.506], [1.287, -3.944, -1.505], [-1.218, 3.110, -2.941], [0.024, 5.100, 2.692], [-6.081, -2.526, -0.998], [0.569, 4.709, -0.336], [-6.988, -4.079, 1.245]], "lowdin_charge": [-0.135, -0.059, 0.046, -0.044, -0.097, 0.080, 0.065, -0.124, 0.073, 0.041, 0.084, 0.089, -0.129, 0.074, -0.087, 0.072, 0.090, 0.124, 0.102, 0.047, -0.644, 0.081, -0.230, -0.105, -0.059, 0.076, 0.083, 0.083, -0.571, -0.080, 0.113, 0.085, 0.039, 0.039, -0.045, 0.084, -0.186, -0.313, -0.170, 0.084, 0.119, -0.212, 0.048, 0.084, -0.139, 0.085, 0.084, 0.082, -0.338, 0.049, -0.020, 0.114, -0.110, 0.095, -0.613, -0.038, 0.052, 0.089, -0.720, -0.147, 0.087, 0.079, -0.034, 0.048, 0.036, 0.079, 0.828, -0.700, -0.258, 0.061, 0.078, 0.021, 0.991, -0.042, 0.035, -0.120, -0.682, 0.050, 0.067, 0.141, -0.047, 0.116, 0.053, 0.047, 1.637, -0.185, -0.175, -0.038, 0.059, -0.334, -0.123, 0.462, -0.155, -0.453, 0.095, 0.065, 0.050, -0.258, 0.081, 0.045, 0.065, -0.707, 0.702]}

---

Record 2
{"formula": "C41H51BCoIN5O5", "method": "the ωB97M-V functional and the def2-TZVPD basis", "spin_multiplicity": 5, "orbital_gap_ev": [8.924, 6.505], "total_charge": 1, "max_force_ev_per_a": 0.53, "elements": ["C", "H", "C", "I", "C", "C", "C", "C", "H", "H", "H", "H", "H", "H", "H", "B", "H", "H", "Co", "C", "C", "C", "N", "H", "C", "H", "H", "C", "C", "C", "H", "C", "C", "C", "H", "H", "C", "O", "H", "H", "H", "H", "C", "H", "H", "H", "C", "H", "H", "H", "H", "H", "C", "C", "H", "H", "H", "H", "H", "H", "C", "C", "H", "C", "C", "C", "N", "C", "H", "C", "C", "H", "H", "C", "H", "C", "H", "C", "O", "H", "H", "C", "H", "N", "C", "C", "C", "O", "H", "N", "O", "H", "O", "C", "H", "H", "C", "C", "H", "H", "H", "C", "H", "N", "C"], "xyz": [[3.456, -2.445, 0.693], [-1.906, 3.950, -1.664], [2.356, -1.966, 1.647], [0.991, -5.824, -0.905], [-2.856, -0.469, 1.977], [-1.811, -4.001, 2.935], [3.527, -2.841, -3.070], [-2.731, -3.762, -1.709], [4.978, -2.410, 2.237], [2.376, -2.573, 2.555], [-1.841, 5.122, 0.410], [5.632, -2.501, 0.594], [-5.311, 2.485, -1.859], [2.277, 2.734, 4.043], [-3.040, -1.637, -1.767], [0.939, 0.529, 0.017], [2.493, -0.927, 1.955], [0.870, -2.735, -1.027], [-0.932, -0.169, -0.492], [-1.789, 4.270, 2.365], [3.696, -3.028, -1.711], [-0.481, -4.395, -1.260], [-1.060, -2.089, -1.388], [2.598, 2.546, -3.863], [-2.743, -1.789, 2.712], [3.646, 1.192, -4.326], [-4.025, -1.133, 4.283], [-1.954, -2.823, 2.222], [2.717, -0.903, -1.282], [3.017, 1.593, -3.526], [3.855, -3.602, -3.768], [1.403, 4.607, -0.945], [-1.793, -4.763, -1.506], [4.847, -2.059, 1.210], [0.163, -0.311, -4.123], [4.267, 0.961, -0.098], [2.521, 1.997, 0.872], [-2.947, -5.500, 5.945], [0.359, 2.756, -1.283], [4.987, -0.973, 1.209], [1.295, 1.043, -2.386], [-2.600, 4.887, 2.732], [0.440, 1.568, 3.794], [-0.020, 1.869, 4.735], [-3.769, -4.002, -1.899], [-1.197, -4.815, 2.576], [-1.175, 3.361, 3.206], [2.774, -1.548, -4.601], [2.204, 1.246, 4.992], [3.410, -3.535, 0.705], [2.260, 4.126, -0.472], [1.359, -2.066, 1.205], [0.233, 2.648, 1.423], [0.013, 0.115, 3.533], [1.233, 5.562, -0.442], [-3.565, 1.549, -0.996], [4.137, -3.950, -1.347], [-0.991, 5.459, -1.629], [0.505, 1.351, -4.638], [-2.082, -5.806, -1.533], [-1.368, 4.389, 1.051], [0.129, 3.748, -0.885], [-1.440, -2.695, 1.278], [1.953, 1.688, 4.026], [0.961, 0.395, -4.368], [2.916, -1.686, -3.536], [-2.310, -5.378, 4.917], [-3.123, 1.701, -4.354], [0.630, -0.584, 4.105], [3.283, -2.076, -0.779], [3.206, 1.018, 0.109], [3.661, 1.791, -2.662], [2.536, 1.150, 3.275], [-3.281, -3.120, 4.644], [-2.218, 1.105, -4.311], [1.899, 0.601, -3.179], [-2.888, 2.692, -4.750], [-3.411, -1.946, 3.920], [-3.488, 0.450, 2.463], [-4.878, 3.541, -3.215], [2.947, 2.845, 1.388], [2.499, -0.699, -2.654], [-5.715, 2.013, -3.520], [2.325, 0.164, -0.401], [-0.355, 3.581, 0.553], [-4.972, 2.503, -2.893], [-0.915, 4.384, -1.807], [-1.913, 0.866, -1.969], [1.490, 0.030, -5.251], [-3.690, 1.819, -3.015], [-2.217, -0.427, 0.847], [-3.785, -3.267, 5.588], [-1.532, -6.209, 4.483], [-2.477, -4.126, 4.140], [0.094, -0.148, 2.474], [-1.027, -0.035, 3.826], [-2.329, -2.444, -1.637], [-3.038, 1.397, -1.945], [1.675, 4.813, -1.984], [-1.510, 3.274, 4.233], [-0.621, 4.242, -2.850], [-0.149, -3.053, -1.215], [-3.846, 1.224, -5.014], [1.216, 1.753, 0.844], [-0.144, 2.533, 2.767]], "lowdin_spin": [0.000, 0.000, 0.006, 0.001, 0.012, 0.000, 0.001, 0.002, 0.000, 0.001, 0.000, 0.000, 0.000, 0.000, 0.001, 0.160, 0.002, 0.001, 2.699, 0.000, 0.000, 0.001, 0.041, 0.000, 0.002, 0.001, 0.000, 0.000, 0.010, 0.002, 0.000, 0.004, 0.001, 0.002, 0.000, 0.010, 0.237, 0.000, 0.004, 0.001, 0.007, 0.000, 0.001, 0.000, 0.000, 0.000, 0.000, 0.000, 0.000, 0.000, 0.003, 0.004, 0.011, 0.005, 0.001, 0.000, 0.000, 0.000, 0.000, 0.000, 0.000, 0.004, 0.000, 0.004, 0.001, 0.000, 0.000, 0.000, 0.000, 0.003, 0.249, 0.001, 0.003, 0.000, 0.000, 0.009, 0.000, 0.000, 0.015, 0.000, 0.007, 0.004, 0.000, 0.160, 0.004, 0.001, 0.001, 0.045, 0.000, 0.002, 0.078, 0.000, 0.000, 0.000, 0.005, 0.000, 0.006, 0.006, 0.000, 0.000, 0.000, 0.007, 0.000, 0.145, 0.003]}